C20H56AlB4O10S5 as an isolated structure at a distorted geometry, computed with ωB97M-V/def2-TZVPD.

- Kohn-Sham gap (eV) = 4.1340
- charge = -1
- energy above the lowest of the compared OMol25 structures with the same formula, charge and spin (kcal per mole) = 169.6
- spin multiplicity = 1
- F_max (eV/Å) = 6.144
- highest occupied orbital energy (hartree) = -0.21644

```
96
C20H56AlB4O10S5 | OMol25 | ωB97M-V/def2-TZVPD
Al -0.3529 0.4992 -0.8251
B 2.5259 1.9910 -1.4011
H 1.8302 2.3975 -0.6835
H 2.8906 2.7063 -2.1219
H 3.3739 1.5604 -0.8914
H 2.0501 1.2256 -1.9944
B -0.0558 1.3654 -3.9317
H 0.3702 2.3497 -3.8136
H 0.6913 0.6703 -3.5810
H -0.8986 1.3713 -3.2581
H -0.3865 1.1801 -4.9419
B 2.4311 -1.1194 -2.5894
H 1.4340 -1.0128 -2.1909
H 2.6123 -2.1602 -2.8084
H 2.4880 -0.5038 -3.4738
H 3.1492 -0.7556 -1.8709
B 1.7141 -0.5547 1.2313
H 2.4885 -0.7912 1.9445
H 2.2024 -0.3645 0.2881
H 1.0288 -1.3874 1.1989
H 1.1013 0.2964 1.4849
C 2.6300 -5.0328 -1.8908
C 2.9642 -4.7386 -0.3975
C 2.1742 -3.5120 0.1507
S 0.4913 -3.7962 -0.4744
O -0.1431 -2.4812 -0.7052
O -0.1156 -4.8337 0.3689
C 1.1638 -4.5079 -2.0387
H 2.6934 -6.1027 -2.0891
H 3.3368 -4.5174 -2.5410
H 4.0031 -4.5812 -0.1075
H 2.6605 -5.6420 0.1314
H 2.5858 -2.6417 -0.3603
H 2.1687 -3.2874 1.2173
H 1.1702 -3.6460 -2.7060
H 0.4436 -5.2145 -2.4511
C 0.3560 -1.4518 5.0035
C -0.5560 -2.7037 4.7095
C -1.0863 -2.6043 3.3312
S -1.5927 -0.8706 3.1270
O -2.8631 -0.6987 3.9153
O -1.5155 -0.4620 1.7557
C -0.1762 -0.2169 4.2212
H 1.4142 -1.6515 4.8350
H 0.4172 -1.2368 6.0704
H -1.4408 -2.8417 5.3309
H 0.0863 -3.5563 4.9300
H -1.8359 -3.2672 2.8989
H -0.2677 -2.6863 2.6161
H -0.4987 0.6521 4.7947
H 0.6928 0.0944 3.6416
C -1.0678 -1.8903 -6.5164
C -2.4520 -1.2620 -6.1570
C -3.1007 -1.9695 -4.9450
S -1.6224 -2.2587 -3.8600
O -1.7429 -3.6093 -3.3411
O -1.4402 -1.1139 -2.9703
C -0.3029 -2.1910 -5.1844
H -0.4360 -1.3026 -7.1824
H -1.0757 -2.7968 -7.1216
H -3.1316 -1.1111 -6.9957
H -2.2289 -0.2195 -5.9300
H -3.4703 -2.9416 -5.2713
H -3.9306 -1.5644 -4.3658
H 0.3337 -3.0753 -5.1561
H 0.3788 -1.4028 -4.8647
C 2.8719 4.6941 1.7658
C 3.5484 3.5023 2.5590
C 2.6578 2.3332 2.3721
S 0.9813 3.0079 2.4323
O 0.4539 2.8524 3.8225
O 0.1385 2.5284 1.3119
C 1.4588 4.7798 2.1687
H 2.9378 4.5110 0.6933
H 3.3213 5.6621 1.9873
H 3.5844 3.8522 3.5907
H 4.5398 3.3492 2.1326
H 2.6986 1.5077 3.0828
H 2.8194 1.8962 1.3867
H 1.3898 5.3021 3.1229
H 0.7582 5.2743 1.4958
C -4.5487 3.6772 3.4348
C -4.5624 4.7525 2.2582
C -4.2100 4.0674 0.9190
S -3.7151 2.3174 1.3208
O -2.4038 1.9956 0.7020
O -4.8581 1.4290 1.1583
C -3.3996 2.7144 3.1032
H -5.4726 3.1019 3.4948
H -4.3648 4.1889 4.3795
H -3.9393 5.6211 2.4710
H -5.5195 5.2661 2.1665
H -3.2441 4.4383 0.5763
H -4.9413 4.0985 0.1113
H -2.4616 3.2695 3.1144
H -3.2780 1.7910 3.6694
```


C15H19N3O in the gas phase, computed with ωB97M-V/def2-TZVPD.

- Kohn-Sham gap (eV) = 9.0335
- energy above the lowest of the compared OMol25 structures with the same formula, charge and spin (kcal per mole) = 18.8
- spin multiplicity = 1
- SMILES string = O=C(CCCc1ccccc1)NCCc1cnc[nH]1
- F_max (eV/Å) = 0.657
- highest occupied orbital energy (hartree) = -0.30917

```
38
C15H19N3O | OMol25 | ωB97M-V/def2-TZVPD
O -1.0436 -1.8073 0.2302
C -0.0150 -1.5916 0.8434
N 0.2688 -2.2081 2.0128
H 1.0926 -1.9409 2.5273
C -0.6499 -3.1227 2.6514
H -0.1103 -4.0280 2.9467
C -1.3321 -2.5107 3.8825
C -1.9668 -1.1886 3.6070
C -2.1105 -0.0866 4.4075
N -2.7798 0.8942 3.7478
C -3.0391 0.4070 2.5672
N -2.5822 -0.8591 2.4286
H -2.5673 -1.4024 1.5762
H -3.5556 0.9301 1.7879
H -1.7760 0.0564 5.4157
H -2.0847 -3.2210 4.2398
H -0.6021 -2.3751 4.6839
H -1.3926 -3.3929 1.8971
C 1.0583 -0.6267 0.3782
H 2.0101 -1.1612 0.3173
H 1.1611 0.1587 1.1326
C 0.7061 -0.0129 -0.9743
H 0.5854 -0.8184 -1.7004
H -0.2505 0.5037 -0.8826
C 1.7845 0.9586 -1.4394
C 1.5283 1.6280 -2.7661
C 0.4101 1.3755 -3.5477
C 0.2358 2.0237 -4.7601
C 1.1742 2.9333 -5.2106
C 2.2945 3.1937 -4.4388
C 2.4663 2.5463 -3.2306
H 3.3427 2.7535 -2.6317
H 3.0348 3.9030 -4.7797
H 1.0354 3.4373 -6.1557
H -0.6418 1.8138 -5.3544
H -0.3381 0.6711 -3.2207
H 1.9098 1.7400 -0.6825
H 2.7394 0.4261 -1.5062
```


C21H49ClN4O3PtSSbSi3 as an isolated structure at a distorted geometry, computed with ωB97M-V/def2-TZVPD.

- Kohn-Sham gap (spin up / spin down) (eV) = 5.0957 / 5.0972
- charge = +3
- energy above the lowest of the compared OMol25 structures with the same formula, charge and spin (kcal per mole) = 374.6
- spin multiplicity = 1
- F_max (eV/Å) = 3.838
- highest occupied orbital energy (spin up / spin down) (hartree) = -0.51961 / -0.51963

```
84
C21H49ClN4O3PtSSbSi3 | OMol25 | ωB97M-V/def2-TZVPD
Pt 0.4760 -0.3435 -0.8099
C 1.6236 -2.1626 2.5387
N 1.7824 -1.9268 1.0359
C 0.6887 -1.8869 0.2546
N -0.9611 -3.9080 2.0517
C 0.0756 -4.0105 3.1246
N 1.4147 -3.5168 2.9861
C 2.4201 -4.3993 2.3796
N 2.5208 -4.2734 0.9451
C 2.8594 -2.9497 0.6154
C 1.6015 -5.0068 0.1092
H 0.8474 -1.4946 2.9126
H 2.5795 -1.8386 2.9534
H 0.6130 -4.5666 0.0539
H -1.4067 -1.9095 1.1549
H 0.1519 -5.0739 3.3411
H -0.3948 -3.5138 3.9751
H 2.2506 -5.4321 2.6768
H 3.3838 -4.0782 2.7823
H 3.0438 -2.7965 -0.4474
H 3.7427 -2.6820 1.1984
H 1.4018 -6.0050 0.4953
H 1.8750 -4.9158 -0.9415
C 3.1163 -6.0383 -3.2585
Si 1.3459 -6.2058 -3.6792
C 0.7778 -5.7987 -5.3649
C 0.1588 -6.8821 -2.4697
Sb 0.6688 -2.3015 -2.4124
Si 1.9248 -0.9087 -4.2742
C 1.4995 -1.9580 -5.7659
C 1.1353 0.7863 -4.2338
C 3.6921 -0.9869 -3.6727
Si -3.5130 1.2197 -2.1789
C -4.9973 1.2821 -1.1208
C -2.0083 2.1845 -1.8472
C -3.5164 0.0880 -3.6115
H 3.5751 -7.0353 -3.3049
H 3.2695 -5.6685 -2.2466
H 3.6401 -5.3990 -3.9689
H 0.4097 -6.7109 -5.8488
H 1.5727 -5.3801 -5.9800
H -0.0634 -5.1015 -5.3281
H 0.6654 -7.4229 -1.6699
H -0.5514 -7.5535 -2.9577
H -0.4110 -6.0558 -2.0266
H 0.5974 -2.5480 -5.5946
H 2.3213 -2.6352 -6.0087
H 1.3239 -1.3459 -6.6532
H 0.2045 0.7870 -4.8046
H 1.7899 1.5446 -4.6713
H 0.9158 1.0871 -3.2105
H 4.0384 -2.0213 -3.6381
H 3.7488 -0.5671 -2.6670
H 4.3884 -0.4319 -4.3076
H -5.0858 0.3384 -0.5721
H -5.8984 1.3724 -1.7334
H -4.9681 2.1045 -0.4068
H -1.2045 1.4907 -1.5489
H -2.1524 2.9136 -1.0506
H -1.6607 2.6985 -2.7475
H -3.1593 -0.8927 -3.2716
H -2.8414 0.4340 -4.3948
H -4.5174 -0.0460 -4.0235
Cl -0.8253 -3.0892 0.7857
C -1.7581 -3.6809 -0.3569
C -2.9104 -0.0537 1.5421
O -3.4136 -0.3377 2.5351
O -2.3836 0.2135 0.5320
H -2.3789 -4.4920 -0.0139
H -1.7248 -3.2252 -1.3293
O 1.1276 1.6538 -0.8568
S 2.5603 2.1467 -1.2178
C 3.5987 1.6711 0.2002
C 4.0587 2.9632 0.8773
C 2.9136 3.9578 0.7157
C 2.5381 3.8936 -0.7592
H 4.4100 1.0426 -0.1630
H 2.9314 1.0752 0.8272
H 4.9576 3.3412 0.3879
H 4.3061 2.7822 1.9222
H 3.2012 4.9685 1.0001
H 2.0603 3.6657 1.3307
H 3.2830 4.3759 -1.3959
H 1.5507 4.2739 -1.0165
```


C5H3N2O4PtSe3Te as an isolated structure, computed with ωB97M-V/def2-TZVPD.

- Kohn-Sham gap (eV) = 6.7903
- charge = -1
- energy above the lowest of the compared OMol25 structures with the same formula, charge and spin (kcal per mole) = 0.0
- spin multiplicity = 1
- F_max (eV/Å) = 0.751
- highest occupied orbital energy (hartree) = -0.16435

```
19
C5H3N2O4PtSe3Te | OMol25 | ωB97M-V/def2-TZVPD
Pt -0.4967 -0.6300 0.0973
Se -2.0957 -0.2454 -1.6740
Se -4.1932 -0.1493 -0.6355
Te -3.6123 1.7671 0.8537
Se -1.7069 0.4267 1.8334
O 4.0521 -4.0484 1.2691
C 3.9484 -3.1268 2.2048
O 4.7020 -3.0627 3.1490
C 2.8368 -2.1502 2.0552
C 2.5651 -1.1322 2.9483
N 1.5206 -0.4387 2.4617
N 1.0989 -0.9683 1.3137
C 1.8788 -1.9941 1.0345
C 1.5596 -2.7111 -0.2539
O 2.2795 -3.6693 -0.5754
O 0.5662 -2.2567 -0.8926
H 3.3489 -3.9483 0.5443
H 3.0571 -0.8722 3.8687
H 0.9915 0.3289 2.8536
```


Repeat the second record exactly.
C15H19N3O in the gas phase, computed with ωB97M-V/def2-TZVPD.

- Kohn-Sham gap (eV) = 9.0335
- energy above the lowest of the compared OMol25 structures with the same formula, charge and spin (kcal per mole) = 18.8
- spin multiplicity = 1
- SMILES string = O=C(CCCc1ccccc1)NCCc1cnc[nH]1
- F_max (eV/Å) = 0.657
- highest occupied orbital energy (hartree) = -0.30917

```
38
C15H19N3O | OMol25 | ωB97M-V/def2-TZVPD
O -1.0436 -1.8073 0.2302
C -0.0150 -1.5916 0.8434
N 0.2688 -2.2081 2.0128
H 1.0926 -1.9409 2.5273
C -0.6499 -3.1227 2.6514
H -0.1103 -4.0280 2.9467
C -1.3321 -2.5107 3.8825
C -1.9668 -1.1886 3.6070
C -2.1105 -0.0866 4.4075
N -2.7798 0.8942 3.7478
C -3.0391 0.4070 2.5672
N -2.5822 -0.8591 2.4286
H -2.5673 -1.4024 1.5762
H -3.5556 0.9301 1.7879
H -1.7760 0.0564 5.4157
H -2.0847 -3.2210 4.2398
H -0.6021 -2.3751 4.6839
H -1.3926 -3.3929 1.8971
C 1.0583 -0.6267 0.3782
H 2.0101 -1.1612 0.3173
H 1.1611 0.1587 1.1326
C 0.7061 -0.0129 -0.9743
H 0.5854 -0.8184 -1.7004
H -0.2505 0.5037 -0.8826
C 1.7845 0.9586 -1.4394
C 1.5283 1.6280 -2.7661
C 0.4101 1.3755 -3.5477
C 0.2358 2.0237 -4.7601
C 1.1742 2.9333 -5.2106
C 2.2945 3.1937 -4.4388
C 2.4663 2.5463 -3.2306
H 3.3427 2.7535 -2.6317
H 3.0348 3.9030 -4.7797
H 1.0354 3.4373 -6.1557
H -0.6418 1.8138 -5.3544
H -0.3381 0.6711 -3.2207
H 1.9098 1.7400 -0.6825
H 2.7394 0.4261 -1.5062
```


Q: The highest F_max belongs to which entry?
A: C20H56AlB4O10S5